No. 1
128
Properties=species:S:1:pos:R:3 method="wB97M-V/def2-TZVPD" de_lowest_kj_mol=0.0 spin_multiplicity=5 charge=+1
Ho 0.45029 -0.76014 0.91580
C -0.26307 -0.59197 7.68735
Si 0.40309 0.58833 6.41787
C 1.83120 1.54672 7.15856
C -0.95977 1.82381 6.01931
C 1.14030 -0.45364 5.08033
C 2.14442 -1.32361 5.50589
C 2.85715 -2.23300 4.68411
C 2.49775 -2.09104 3.37440
N 1.57963 -1.23338 2.97575
C 0.81772 -0.38924 3.72634
S -0.34843 0.53289 3.08508
H -0.63026 0.00352 8.52359
H 0.51153 -1.27566 8.05710
H -1.09084 -1.18286 7.29029
H 1.45375 2.12819 8.00488
H 2.25645 2.25171 6.42371
H 2.61493 0.86806 7.52992
H -1.25785 2.30867 6.95610
H -1.85751 1.30486 5.66546
H -0.64512 2.61849 5.33068
H 2.38052 -1.32617 6.56387
H 3.62367 -2.91931 5.06298
H 3.03889 -2.48195 2.51053
N 0.69457 0.35163 -0.92847
S 0.51313 1.15137 -2.04915
N -0.89001 1.09992 -3.07479
S -2.21402 1.83705 -2.50048
N -2.79459 1.78537 -0.98743
S -2.76067 0.29163 -0.15854
N -1.62540 -0.25963 0.41454
C -3.54075 -0.97871 -1.21767
C -2.67507 -1.86073 -1.87292
C -3.07580 -3.07969 -2.44702
C -4.44594 -3.28581 -2.56472
C -5.33523 -2.35073 -2.02109
C -4.90849 -1.21675 -1.32886
C -3.94351 0.60481 1.11782
C -4.95738 1.55022 1.00324
C -5.78484 1.76930 2.10533
C -5.62532 1.06273 3.29285
C -4.62410 0.10028 3.37992
C -3.79182 -0.12812 2.28189
C -3.61528 1.31626 -3.42528
C -3.50208 0.34191 -4.39628
C -4.64439 -0.00006 -5.12809
C -5.86849 0.62798 -4.90369
C -5.95235 1.61167 -3.92811
C -4.82645 1.95514 -3.17859
C -1.95224 3.50167 -2.97430
C -2.14114 4.55542 -2.10418
C -1.98125 5.85943 -2.57963
C -1.62177 6.10768 -3.90093
C -1.42396 5.02933 -4.75934
C -1.61185 3.73006 -4.31110
C 1.74686 0.69037 -3.24751
C 2.88144 0.09165 -2.71775
C 3.86860 -0.43650 -3.55340
C 3.76630 -0.27522 -4.92479
C 2.66158 0.39400 -5.43883
C 1.63403 0.89018 -4.62341
C 0.85356 2.89569 -1.60158
C 0.60927 3.24913 -0.27342
C 0.99963 4.50484 0.19421
C 1.62868 5.39924 -0.65250
C 1.91479 5.02525 -1.96994
C 1.53888 3.77389 -2.45274
H -1.78415 -1.33627 -2.29275
H -2.36006 -3.81193 -2.79846
H -4.84813 -4.14321 -3.09605
H -6.39697 -2.54224 -2.14045
H -5.64428 -0.56157 -0.85095
H -5.05212 2.17022 0.10213
H -6.59683 2.49320 2.02789
H -6.29478 1.23006 4.12485
H -4.46270 -0.46025 4.30252
H -2.90657 -0.77486 2.35315
H -2.53465 -0.12830 -4.59834
H -4.56439 -0.79060 -5.87868
H -6.73170 0.34238 -5.49912
H -6.89009 2.11778 -3.73075
H -4.85917 2.77562 -2.45760
H -2.44024 4.36072 -1.07147
H -2.13185 6.67149 -1.86752
H -1.50225 7.13221 -4.26613
H -1.14708 5.17386 -5.80089
H -1.55080 2.86411 -4.99032
H 2.94791 -0.02399 -1.63689
H 4.71152 -0.96316 -3.11584
H 4.53795 -0.64212 -5.61152
H 2.58166 0.52362 -6.52185
H 0.74152 1.36855 -5.06231
H 0.17828 2.50519 0.39217
H 0.80352 4.75061 1.23213
H 1.92983 6.38280 -0.28610
H 2.44101 5.71411 -2.63603
H 1.82011 3.44621 -3.45161
O -0.27777 -2.53304 -0.89686
H -0.48297 -1.72244 -1.43851
H -1.13505 -2.62220 -0.41776
O -1.17881 -2.39764 2.22789
H -1.98733 -2.41507 2.77194
H -0.86410 -3.31343 2.35772
O 1.23128 -3.58103 1.42566
H 1.50013 -4.39547 0.96686
H 1.73821 -3.74507 2.24316
H 2.23643 1.27324 1.49915
S 6.35124 -3.35378 -1.43580
C 4.98921 -2.63549 -0.88836
C 4.92324 -1.49111 -0.01268
C 3.75567 -1.02921 0.39455
N 2.57744 -1.57053 -0.14155
C 2.59846 -2.66791 -0.81576
C 3.87746 -3.26934 -1.34521
C 6.59070 -4.43879 -0.12793
C 6.04967 -5.71731 -0.11416
C 6.23411 -6.52551 0.99089
N 6.89901 -6.13584 2.09079
C 7.36897 -4.88308 2.07764
C 7.26214 -4.00780 1.00867
H 5.86722 -1.01828 0.32084
H 3.67249 -0.18485 1.09612
H 1.66763 -3.05275 -1.02444
H 3.95857 -4.20685 -1.90487
H 5.45146 -6.12988 -0.94704
H 5.81786 -7.53724 0.95389
H 7.89916 -4.53345 2.96844
H 7.68822 -2.99949 1.10033

---

No. 2
119
Properties=species:S:1:pos:R:3 method="wB97M-V/def2-TZVPD" energy_ev=-135618.95484
Y -0.21984 0.19272 -0.61695
C 0.28541 1.66760 3.28179
C 1.01933 0.32383 3.26952
C 2.08298 0.26676 4.36464
C 0.03016 -0.82380 3.36997
C -0.65117 -1.04455 4.56205
C -1.60800 -2.04217 4.66649
C -1.89756 -2.82625 3.55991
C -1.24324 -2.63623 2.34640
C -1.56773 -3.58416 1.20489
C -1.84160 -2.95483 -0.16379
C -0.48432 -4.65662 1.06592
C -0.26771 -1.63054 2.25237
N 0.34583 -1.39110 1.00927
C 1.69004 -1.71344 0.87674
C 2.45716 -1.11000 -0.07949
N 1.89683 -0.09806 -0.86141
C 2.70383 0.57579 -1.81842
C 3.05810 -0.04645 -3.02451
C 3.70520 0.71410 -3.98972
C 4.00204 2.05157 -3.77262
C 3.69967 2.63356 -2.55446
C 3.07500 1.89906 -1.55298
C 2.79678 2.52355 -0.19810
C 1.56374 3.42957 -0.23446
C 4.00481 3.28546 0.34759
C 2.75851 -1.51728 -3.26350
C 1.43045 -1.73276 -3.99313
C 3.88515 -2.22871 -4.01413
C 3.84613 -1.58968 0.03247
C 5.04167 -1.33194 -0.57866
C 6.20580 -2.01394 -0.11868
C 6.17855 -2.90846 0.91743
C 4.94788 -3.18065 1.58128
C 4.74718 -4.03635 2.70140
C 3.49886 -4.15333 3.25412
C 2.36920 -3.44644 2.75102
C 2.53567 -2.62973 1.66680
C 3.83463 -2.51704 1.10818
H 0.99592 2.49425 3.23173
H -0.31645 1.78695 4.18446
H -0.39770 1.77041 2.42894
H 1.53555 0.24019 2.31392
H 1.64986 0.41948 5.35512
H 2.82858 1.04713 4.20548
H 2.59303 -0.69647 4.35878
H -0.43608 -0.42122 5.42155
H -2.12573 -2.20682 5.60228
H -2.64408 -3.60858 3.63639
H -2.49488 -4.08705 1.50508
H -0.90726 -2.72583 -0.68061
H -2.45022 -2.04777 -0.08609
H -2.40251 -3.65406 -0.78494
H 0.46233 -4.20178 0.76869
H -0.76598 -5.38562 0.30443
H -0.32666 -5.18751 2.00504
H 3.98040 0.26070 -4.93242
H 4.48784 2.63050 -4.54670
H 3.96345 3.66861 -2.37789
H 2.58901 1.70162 0.49459
H 1.67393 4.20777 -0.99227
H 1.40032 3.90648 0.73373
H 0.65042 2.88175 -0.50787
H 4.21790 4.18042 -0.23841
H 4.89581 2.65750 0.34049
H 3.81748 3.60327 1.37481
H 2.67594 -1.99605 -2.28447
H 1.38634 -1.14394 -4.91102
H 0.57466 -1.42924 -3.38458
H 1.30946 -2.78736 -4.24786
H 3.94429 -1.91036 -5.05564
H 3.70646 -3.30464 -4.01363
H 4.85326 -2.04628 -3.54709
H 5.12915 -0.62218 -1.39079
H 7.14707 -1.80769 -0.61182
H 7.08699 -3.40342 1.23735
H 5.58198 -4.58523 3.11819
H 3.35876 -4.80046 4.11043
H 1.41210 -3.56042 3.24387
S -0.16824 1.43808 -2.96301
C -1.63480 2.34094 -3.39988
C -1.66138 2.90344 -4.68219
C -2.75570 3.61628 -5.13143
C -3.86517 3.78823 -4.31068
C -3.85221 3.24675 -3.03813
C -2.75089 2.52996 -2.57684
As -2.74470 1.76047 -0.78947
C -3.79460 0.15721 -1.16143
C -4.67672 -0.40617 -0.24184
C -5.34282 -1.58486 -0.54421
C -5.11383 -2.22573 -1.75388
C -4.21953 -1.68293 -2.66334
C -3.56746 -0.49131 -2.37477
C -3.94573 2.94711 0.14414
C -5.32897 2.81764 0.13799
C -6.11533 3.75787 0.79205
C -5.52472 4.82677 1.44782
C -4.14307 4.95697 1.45537
C -3.35500 4.01760 0.80916
H -0.79700 2.76653 -5.31825
H -2.74417 4.04179 -6.12591
H -4.72798 4.34091 -4.65635
H -4.71325 3.39081 -2.39541
H -4.84559 0.07565 0.71211
H -6.03944 -2.00548 0.16935
H -5.63015 -3.14773 -1.98467
H -4.03260 -2.17914 -3.60650
H -2.89566 -0.05684 -3.10803
H -5.80369 1.99916 -0.38761
H -7.19254 3.65421 0.78243
H -6.14049 5.55742 1.95477
H -3.67797 5.78667 1.97053
H -2.27442 4.11685 0.82929
N -3.31206 1.07735 3.37951
N -2.76918 0.52935 2.16781
H -3.31155 0.37798 4.11836
H -4.26396 1.37494 3.19859
H -3.05638 -0.44600 2.06198
H -1.76719 0.47513 2.34607

---

No. 3
122
Properties=species:S:1:pos:R:3 method="wB97M-V/def2-TZVPD" de_lowest_kj_mol=0.0 spin_multiplicity=3 charge=+1
W 0.20478 1.09991 -0.30747
O 2.50179 0.65448 -0.10145
C 3.49340 1.66363 0.13749
C 3.62036 1.99424 1.61574
C 2.26664 2.17675 2.30903
C 1.44707 3.28338 1.73609
C 1.49682 4.54941 2.30894
C 0.77319 5.59385 1.77326
C 0.02840 5.36258 0.62992
C 0.01006 4.09140 0.10317
N 0.67875 3.05485 0.64983
H 2.73794 -0.19597 0.29502
H 3.16624 2.52717 -0.44436
H 4.44442 1.33069 -0.28412
H 4.22183 2.90277 1.70963
H 4.16612 1.20628 2.14077
H 2.42069 2.36553 3.37226
H 1.69266 1.25944 2.23977
H 2.11244 4.68301 3.18760
H 0.79550 6.57042 2.23606
H -0.53873 6.13952 0.14039
H -0.55499 3.86753 -0.78900
Cl 1.99376 -0.64277 -2.96192
C 2.33523 -2.32436 -3.23371
C 2.41922 -2.71953 -4.56293
C 2.72953 -4.03557 -4.85750
C 2.96213 -4.94063 -3.82749
C 2.87650 -4.51802 -2.51482
C 2.54975 -3.20119 -2.17395
P 2.47621 -2.68158 -0.40942
C 1.25037 -3.84111 0.25749
C 1.06290 -3.87098 1.64170
C 0.05093 -4.62958 2.20585
C -0.80661 -5.36420 1.39648
C -0.63135 -5.34332 0.02131
C 0.39490 -4.59282 -0.54215
C 4.07953 -3.29431 0.21322
C 4.25792 -4.39192 1.04309
C 5.52495 -4.72530 1.50610
C 6.62514 -3.96694 1.14046
C 6.45603 -2.86746 0.30521
C 5.19238 -2.52972 -0.14615
H 2.25551 -1.99328 -5.34437
H 2.79973 -4.35136 -5.88876
H 3.21675 -5.96605 -4.05072
H 3.07620 -5.22581 -1.71772
H 1.71150 -3.29872 2.28930
H -0.07099 -4.63979 3.28103
H -1.59836 -5.95475 1.83554
H -1.28428 -5.92284 -0.61813
H 0.52852 -4.60457 -1.61819
H 3.40857 -5.00165 1.32948
H 5.64875 -5.58724 2.14744
H 7.60973 -4.22991 1.50064
H 7.30952 -2.27407 0.00789
H 5.07370 -1.67488 -0.80402
O -0.78977 -1.73002 -1.80273
H -0.54965 -2.00309 -2.69656
H -1.11408 -2.52993 -1.36470
O 0.97074 3.92176 -2.82249
N 1.75817 3.10688 -2.47077
O 1.14751 2.03025 -1.77350
C -5.80646 3.57454 1.63085
C -4.39109 3.07709 1.75872
C -3.75541 3.04797 2.99067
C -2.45494 2.57405 3.07992
C -1.73175 2.45816 4.39365
C -1.80726 2.15743 1.92707
C -2.39609 2.19462 0.65886
C -3.71909 2.65022 0.61753
N -1.66932 1.75755 -0.50229
C -2.38941 1.68840 -1.81258
C -2.88213 3.06828 -2.29203
C -3.65662 2.91673 -3.60970
C -4.82000 1.93799 -3.41679
C -4.28481 0.55204 -3.04130
C -3.33448 0.04413 -4.12360
C -2.17542 1.02817 -4.26063
C -2.72029 2.38961 -4.69842
C -1.43854 1.20857 -2.92366
C -3.51808 0.64250 -1.72224
H -6.23480 3.79766 2.60609
H -6.44321 2.83339 1.14581
H -5.85410 4.48418 1.03033
H -4.27982 3.37931 3.87778
H -2.26474 2.96672 5.19565
H -0.73069 2.88964 4.33029
H -1.61229 1.41208 4.68290
H -0.81696 1.74237 2.07349
H -4.27124 2.69115 -0.30405
H -2.00590 3.70293 -2.46133
H -3.50397 3.58466 -1.56591
H -4.04543 3.89575 -3.89914
H -5.40361 1.87538 -4.33863
H -5.49668 2.30239 -2.63724
H -5.11867 -0.14381 -2.91963
H -3.85190 -0.05655 -5.08065
H -2.96423 -0.94832 -3.84695
H -1.45511 0.66272 -4.99716
H -3.25188 2.29767 -5.64857
H -1.89677 3.09207 -4.85362
H -0.65822 1.95287 -3.06605
H -0.95711 0.25885 -2.64574
H -3.05295 -0.32399 -1.49998
H -4.20955 0.85143 -0.90909
C 1.60870 -1.78203 4.96612
C 2.52338 -1.46915 3.94277
C 2.07286 -1.02035 2.73211
C 0.68880 -0.86791 2.45029
C 0.17221 -0.43923 1.16435
C -1.15384 -0.71664 0.92954
C -2.07173 -1.15481 1.92426
C -1.61282 -1.37038 3.17817
C -0.21450 -1.28440 3.45322
C 0.26973 -1.69758 4.71821
H 1.96654 -2.11837 5.92930
H 3.58453 -1.59816 4.10686
H 2.80387 -0.83571 1.96239
H -1.55850 -0.63495 -0.07727
H -3.11347 -1.29033 1.66763
H -2.28071 -1.67412 3.97432
H -0.44656 -1.98489 5.47704

---

No. 4
124
Properties=species:S:1:pos:R:3 method="wB97M-V/def2-TZVPD" de_lowest_kj_mol=0.0 charge=-1
Pb -0.83969 -1.14811 0.76470
C 5.41777 4.84750 0.92250
C 5.42365 3.32874 1.10029
C 6.32152 2.72662 0.00934
C 6.02973 3.01417 2.47526
C 4.02237 2.72791 0.99764
C 3.84157 1.35884 1.15311
C 2.59481 0.77198 1.02320
Se 2.43094 -1.12610 1.23618
C 2.38670 -1.59824 -0.63410
C 3.34594 -1.06579 -1.47771
C 3.33125 -1.35334 -2.83400
C 2.31875 -2.20507 -3.28143
C 1.33002 -2.75216 -2.47528
C 1.35321 -2.46106 -1.07561
O 0.46865 -2.90954 -0.23517
C 0.29791 -3.68936 -3.13080
C 0.96755 -5.05368 -3.34943
C -0.98818 -3.91493 -2.32179
C -0.15330 -3.12861 -4.49097
C 4.35573 -0.79036 -3.81752
C 3.64780 0.07952 -4.86580
C 5.40343 0.07628 -3.11691
C 5.08477 -1.93891 -4.52911
C 1.42731 1.53041 0.72506
O 0.26924 0.97850 0.56678
C 1.60573 2.94361 0.60212
C 2.87968 3.48265 0.73249
C 0.38561 3.83642 0.35264
C 0.75721 5.31891 0.26139
C -0.60902 3.67882 1.51416
C -0.30200 3.45799 -0.96834
H 6.43799 5.23011 1.00612
H 5.03109 5.13371 -0.05755
H 4.81041 5.33741 1.68631
H 7.33660 3.13019 0.07523
H 6.38064 1.64123 0.10125
H 5.92263 2.95446 -0.98147
H 7.03940 3.42797 2.55524
H 5.41526 3.44237 3.26964
H 6.09049 1.93861 2.64470
H 4.68527 0.71171 1.36790
H 4.09225 -0.40682 -1.05273
H 2.30329 -2.44870 -4.33750
H 1.28273 -5.47573 -2.39339
H 0.27018 -5.75236 -3.82235
H 1.85004 -4.95899 -3.98649
H -0.80186 -4.43653 -1.38852
H -1.47961 -2.97423 -2.07514
H -1.67636 -4.50675 -2.93482
H 0.65509 -3.06283 -5.21999
H -0.92014 -3.78230 -4.91541
H -0.58439 -2.13258 -4.37014
H 3.18634 0.94517 -4.38533
H 4.36054 0.44284 -5.61235
H 2.86470 -0.47824 -5.38260
H 4.94593 0.92823 -2.61030
H 5.96433 -0.49742 -2.37634
H 6.11244 0.46271 -3.85357
H 4.39040 -2.56750 -5.08846
H 5.82661 -1.54674 -5.23111
H 5.59652 -2.57224 -3.80196
H 2.99091 4.55092 0.61853
H 1.22145 5.68038 1.18160
H 1.43811 5.51561 -0.57041
H -0.15143 5.90283 0.09484
H -0.16014 4.03050 2.44682
H -1.50875 4.27395 1.32367
H -0.89441 2.63575 1.63731
H 0.39225 3.56608 -1.80625
H -0.64927 2.42854 -0.93823
H -1.15636 4.11957 -1.14668
C -4.81811 -0.67815 -2.38570
C -3.47423 -0.75581 -1.71942
N -3.29467 -1.19915 -0.52479
N -4.38797 -1.52512 0.21053
C -4.05316 -2.14689 1.34059
O -2.93754 -2.58749 1.68305
C -5.19559 -2.30528 2.31440
C -4.96886 -3.00589 3.49490
C -5.97095 -3.12655 4.44596
C -7.21094 -2.54170 4.22827
C -7.44437 -1.84295 3.04976
C -6.44342 -1.72796 2.09615
C -2.27613 -0.26567 -2.45078
C -2.38576 0.24258 -3.74512
C -1.25258 0.72448 -4.38316
C -0.04039 0.69539 -3.71954
C -0.01370 0.17794 -2.43103
N -1.09321 -0.29092 -1.81865
H -5.56851 -1.07385 -1.70852
H -5.07357 0.35373 -2.64225
H -4.82792 -1.25979 -3.31080
H -3.98930 -3.44177 3.64431
H -5.78209 -3.67186 5.36314
H -7.99418 -2.63248 4.97154
H -8.41097 -1.38510 2.87513
H -6.60302 -1.18022 1.17773
H -3.34378 0.26132 -4.24283
H -1.32232 1.11823 -5.39006
H 0.87094 1.05302 -4.17671
H 0.91020 0.14823 -1.86436
C -0.44470 -2.26783 5.65090
C -0.17765 -1.79493 4.35607
N -1.00104 -1.02121 3.68777
C -2.16544 -0.66547 4.26235
C -2.52594 -1.08161 5.55323
C -1.62289 -1.90473 6.24663
C -3.78078 -0.67295 6.11866
C -4.63043 0.10405 5.41939
C -4.30054 0.54713 4.09461
C -5.17255 1.34285 3.33262
C -4.80731 1.72264 2.07016
C -3.56558 1.29239 1.57640
N -2.73053 0.55180 2.26535
C -3.08227 0.17369 3.50948
H 0.27158 -2.90389 6.15259
H 0.74277 -2.06505 3.84715
H -1.87383 -2.24476 7.24505
H -4.03545 -1.01777 7.11400
H -5.58710 0.39550 5.83621
H -6.12734 1.63673 3.75317
H -5.45500 2.32712 1.45010
H -3.24971 1.56151 0.57346